[1]
{
  "formula": "C37H30MnN11O2S3",
  "method": "ωB97M-V with the def2-TZVPD basis set",
  "total_charge": 0,
  "spin_multiplicity": 5,
  "lumo_energy_ev": [-1.02, -0.39],
  "species": ["Mn", "C", "C", "N", "N", "C", "S", "S", "C", "C", "C", "C", "C", "C", "C", "C", "C", "C", "C", "C", "C", "O", "H", "H", "H", "H", "H", "H", "H", "H", "H", "H", "H", "H", "H", "H", "C", "N", "C", "N", "C", "N", "C", "C", "C", "C", "C", "C", "C", "N", "N", "C", "O", "C", "C", "C", "C", "C", "C", "N", "C", "N", "C", "N", "C", "H", "H", "H", "H", "H", "H", "H", "H", "H", "H", "H", "H", "H", "H", "H", "H", "S", "C", "N"],
  "coordinates": [[0.0611, -0.0475, -0.3583], [0.2106, 2.8204, 2.9705], [0.3177, 1.5426, 2.1835], [-0.3192, 1.4093, 1.0639], [-1.1526, 2.4817, 0.7177], [-1.8054, 2.2949, -0.3690], [-1.7654, 0.8922, -1.3952], [-2.8907, 3.5660, -0.9403], [-2.1290, 5.0335, -0.1758], [-0.8902, 5.4761, -0.9030], [-0.9828, 6.3977, -1.9412], [0.1439, 6.7738, -2.6563], [1.3801, 6.2248, -2.3448], [1.4825, 5.3070, -1.3094], [0.3554, 4.9398, -0.5892], [1.1313, 0.4488, 2.7441], [1.4088, 0.4646, 4.1234], [2.1604, -0.5135, 4.7332], [2.6977, -1.5368, 3.9504], [2.4461, -1.5857, 2.5999], [1.6349, -0.6229, 1.9766], [1.3924, -0.7866, 0.6953], [0.0366, 3.6601, 2.3075], [1.1154, 2.9837, 3.5476], [-0.6381, 2.7725, 3.6574], [-1.9416, 4.8031, 0.8700], [-2.9057, 5.7970, -0.2275], [-1.9487, 6.8199, -2.1950], [0.0564, 7.4925, -3.4610], [2.2595, 6.5081, -2.9081], [2.4405, 4.8664, -1.0655], [0.4412, 4.2144, 0.2098], [1.0013, 1.2562, 4.7357], [2.3395, -0.4789, 5.7987], [3.3169, -2.3019, 4.4032], [2.8567, -2.3699, 1.9771], [-0.4156, -4.4551, 3.0767], [-0.8529, -3.2243, 2.4287], [-0.7695, -2.8571, 1.1527], [-1.2457, -1.6353, 0.9941], [-1.6329, -1.3034, 2.2552], [-1.4266, -2.2372, 3.1532], [1.0846, -4.6082, 3.1191], [1.7435, -4.7043, 4.3364], [3.1237, -4.8719, 4.3806], [3.8580, -4.9374, 3.2105], [3.2008, -4.8362, 1.9862], [1.8237, -4.6791, 1.9460], [3.9650, -4.8910, 0.7385], [5.2068, -5.1614, 0.5605], [5.4325, -5.0651, -0.8148], [4.3084, -4.7366, -1.3429], [3.3186, -4.6103, -0.4212], [3.9959, -4.4597, -2.7458], [5.0102, -4.5323, -3.6949], [4.7304, -4.2129, -5.0118], [3.4553, -3.8045, -5.3772], [2.4392, -3.7368, -4.4331], [1.0688, -3.2539, -4.8561], [0.3163, -2.6890, -3.7451], [0.6710, -1.6691, -2.9719], [-0.1641, -1.5872, -1.9450], [-1.0509, -2.5933, -2.1771], [-0.7790, -3.3068, -3.2415], [2.7115, -4.0797, -3.1168], [-0.8800, -5.2976, 2.5620], [-0.8238, -4.4063, 4.0827], [-0.3378, -3.4743, 0.3842], [-2.0767, -0.3535, 2.5025], [1.1785, -4.6389, 5.2582], [3.6258, -4.9456, 5.3360], [4.9325, -5.0597, 3.2269], [1.3395, -4.6174, 0.9808], [6.0068, -4.8172, -3.3875], [5.5158, -4.2523, -5.7542], [3.2574, -3.5164, -6.4029], [0.4515, -4.0603, -5.2494], [1.1688, -2.4935, -5.6303], [1.5406, -1.0571, -3.1586], [-1.9066, -2.7849, -1.5519], [1.9376, -4.0192, -2.3627], [3.7313, 0.6566, -3.1062], [2.4349, 0.7964, -2.1442], [1.4543, 0.8892, -1.5059]],
  "forces_ev_per_a": [[-0.58, -0.03, 0.08], [-0.03, -0.03, 0.00], [0.09, -0.15, 0.13], [0.02, -0.01, -0.11], [0.12, -0.24, 0.02], [-0.17, 0.15, -0.14], [-0.03, 0.05, 0.09], [0.10, -0.12, 0.03], [-0.01, 0.04, 0.06], [-0.02, -0.03, 0.00], [0.01, 0.01, -0.01], [0.01, 0.00, 0.01], [-0.01, -0.01, 0.01], [-0.01, 0.02, -0.01], [0.09, 0.01, 0.02], [-0.10, 0.21, 0.05], [0.00, -0.01, -0.02], [-0.03, -0.01, -0.08], [0.11, 0.07, 0.06], [0.09, 0.12, 0.03], [-0.12, -0.10, -0.14], [0.25, -0.11, -0.07], [0.00, -0.01, 0.01], [0.01, 0.01, 0.00], [0.00, -0.01, 0.00], [0.01, 0.01, 0.01], [0.00, 0.00, -0.01], [0.00, 0.00, 0.00], [0.00, 0.00, 0.00], [0.00, 0.00, 0.00], [0.00, 0.00, 0.00], [0.00, 0.07, -0.07], [-0.01, 0.02, 0.00], [0.00, 0.01, 0.01], [-0.02, 0.14, -0.04], [-0.02, 0.24, 0.07], [-0.04, 0.02, -0.02], [-0.19, -0.06, 0.12], [0.13, 0.07, -0.03], [0.00, -0.08, 0.07], [-0.13, 0.09, -0.03], [0.15, 0.03, -0.07], [0.03, -0.10, 0.05], [0.02, -0.06, -0.02], [-0.07, -0.12, -0.04], [-0.01, 0.00, 0.01], [0.09, -0.16, -0.05], [-0.06, -0.23, 0.00], [-0.20, 0.08, 0.12], [0.10, -0.04, -0.25], [0.04, -0.01, 0.26], [-0.18, 0.06, -0.13], [0.09, -0.03, -0.01], [0.09, -0.04, 0.07], [0.00, -0.01, -0.03], [-0.02, 0.01, 0.01], [0.03, -0.02, -0.01], [0.00, 0.03, 0.01], [-0.07, 0.05, 0.01], [0.03, -0.14, 0.04], [0.13, -0.10, 0.13], [0.10, 0.17, -0.04], [-0.03, -0.10, 0.12], [0.01, 0.13, -0.06], [0.00, 0.04, -0.01], [0.02, 0.00, -0.02], [0.00, -0.03, 0.00], [-0.01, 0.02, -0.05], [-0.02, 0.00, 0.00], [0.00, 0.00, 0.00], [0.01, 0.00, 0.01], [0.00, 0.00, 0.00], [0.00, -0.01, 0.02], [0.00, 0.00, 0.01], [0.00, 0.00, 0.00], [-0.01, 0.00, 0.00], [0.02, -0.02, 0.01], [-0.01, -0.01, -0.02], [-0.01, 0.02, 0.00], [0.00, 0.01, 0.04], [0.00, -0.01, 0.00], [-0.08, -0.10, 0.09], [0.05, 0.27, -0.18], [0.25, 0.06, -0.12]]
}

[2]
{
  "formula": "C4H8ClP",
  "method": "ωB97M-V with the def2-TZVPD basis set",
  "total_charge": 0,
  "smiles": "CP(Cl)C1CC1",
  "lumo_energy_ev": 0.98,
  "species": ["C", "P", "Cl", "C", "C", "C", "H", "H", "H", "H", "H", "H", "H", "H"],
  "coordinates": [[0.9011, -1.7939, 0.3121], [1.5980, -0.3409, -0.6120], [2.7625, 0.3648, 0.9116], [0.1237, 1.0154, -0.2060], [-1.2197, 1.1374, -0.9544], [-1.1733, 0.6366, 0.4180], [1.6001, -2.6833, 0.1708], [0.0050, -2.0264, -0.2949], [0.4837, -1.6379, 1.3804], [0.6833, 1.9208, 0.1466], [-1.3429, 0.4581, -1.8322], [-1.3704, 2.1985, -1.0851], [-1.7639, 1.2644, 1.1464], [-1.2873, -0.5133, 0.4985]],
  "forces_ev_per_a": [[-0.58, -0.70, 0.01], [-2.41, 1.06, 1.24], [0.77, 0.26, 0.34], [1.84, -0.55, -0.06], [2.00, -0.11, -1.75], [-1.33, -1.95, 1.41], [-0.88, 1.17, 0.60], [0.24, -0.23, 0.12], [1.24, -0.13, -1.67], [-0.91, -0.75, -0.55], [-0.16, 0.80, 0.86], [-0.80, -0.09, -0.33], [1.21, -0.97, -0.42], [-0.23, 2.21, 0.20]]
}

[3]
{
  "formula": "C2H3N2OP",
  "method": "ωB97M-V with the def2-TZVPD basis set",
  "total_charge": 0,
  "lumo_energy_ev": -0.24,
  "species": ["C", "C", "N", "N", "O", "P", "H", "H", "H"],
  "coordinates": [[-0.5827, -1.4488, -0.6446], [-2.8017, 1.5519, -0.0260], [0.5095, -1.2425, -0.2066], [1.4899, -1.0362, 0.4807], [-2.8852, 2.6899, -0.2522], [-2.4268, -0.0227, -0.2195], [-0.8602, -1.6178, -1.6127], [1.5220, -0.0905, 0.8401], [-3.3710, -0.4850, 0.7720]],
  "forces_ev_per_a": [[1.35, -0.90, 1.48], [-0.77, 2.91, -1.04], [-0.89, 0.19, 0.24], [1.18, -0.50, 0.37], [0.08, -0.84, 0.89], [-0.77, -1.42, 0.74], [-0.61, -0.25, -2.27], [-0.17, 0.53, -0.06], [0.60, 0.27, -0.34]]
}